DFT (the ωB97M-V functional and the def2-TZVPD basis) results for a structure of composition C12H29NNdO2S2 in a non-equilibrium geometry.

Last column: Mulliken charge in e.
Cartesian coordinates (Å):
Nd: 0.918760 0.234608 0.091170  0.93
S: -0.673058 2.573366 -0.400278  0.05
S: -0.493844 -2.297658 -0.165345  0.12
C: -2.495032 2.471117 -0.201831  -0.96
C: -0.604165 2.494304 -2.239153  -0.69
C: -1.093663 1.213200 -2.867211  -0.81
N: -0.277035 0.041471 -2.427966  0.00
C: -0.978580 -1.236554 -2.751503  -0.81
C: -0.376391 -2.400465 -2.005239  -0.81
H: 0.431632 2.712813 -2.520116  0.35
H: -1.238727 3.323122 -2.568390  0.55
H: -1.017217 1.349886 -3.957961  0.33
H: -2.142444 1.016877 -2.640530  0.45
H: -0.895708 -1.472734 -3.823688  0.32
H: -2.042368 -1.117099 -2.533107  0.44
H: 0.687915 -2.532650 -2.232307  0.33
H: -0.913310 -3.314092 -2.261237  0.59
C: -2.311669 -2.402491 -0.064646  -1.14
H: 0.573546 0.047258 -2.999590  0.32
H: -2.829237 -1.530653 -0.507525  0.28
H: -2.605376 -2.481503 0.993292  0.55
H: -2.619159 -3.332952 -0.580746  0.44
H: -2.707515 2.326392 0.858473  0.42
H: -2.961673 1.670244 -0.783802  0.30
H: -2.868494 3.446618 -0.532073  0.41
C: 2.767017 0.334672 -1.424728  -0.60
C: 3.368871 0.710305 -0.253277  -0.54
H: 2.221405 1.084926 -2.036203  0.45
H: 2.839357 -0.692555 -1.830489  0.38
H: 3.285829 1.739573 0.175275  0.43
H: 4.125852 0.087545 0.226179  0.33
C: -1.675730 -0.163279 2.411645  -0.69
O: -0.285014 0.172811 2.282524  -0.03
C: 0.476365 0.464087 3.478120  -0.29
C: 1.938523 0.652805 3.060921  -0.71
O: 2.304918 -0.224602 1.928375  -0.18
C: 2.692566 -1.588341 2.216650  -0.72
H: -2.280904 0.455124 1.744933  0.17
H: -2.003305 -0.039464 3.459513  0.40
H: -1.822704 -1.210224 2.143399  0.09
H: 0.080223 1.394507 3.923996  0.43
H: 0.386679 -0.365013 4.189797  0.42
H: 2.106570 1.687234 2.728632  0.22
H: 2.628163 0.413012 3.885042  0.51
H: 2.949978 -1.665612 3.285564  0.36
H: 1.859982 -2.240231 1.923649  0.28
H: 3.568149 -1.809705 1.601808  0.32

Cartesian forces, eV/Å:
-5.1 -0.7 1.4
-0.4 -0.2 -0.5
-0.3 0.0 -0.7
0.1 0.2 0.2
-0.1 0.4 0.3
0.4 -0.1 -0.2
0.0 -0.1 0.1
0.3 0.1 -0.2
0.1 -0.2 0.5
-0.2 0.1 0.0
0.3 0.0 -0.1
-0.2 -0.1 0.2
0.1 0.0 0.0
-0.1 0.2 0.2
0.2 0.0 0.0
-0.2 -0.1 -0.1
0.2 -0.1 -0.1
-0.7 0.0 0.3
-0.3 0.0 0.0
0.4 -0.5 0.2
0.1 -0.1 -0.5
0.2 0.5 0.3
0.0 0.2 -0.2
0.3 0.1 0.1
0.0 -0.2 0.2
2.5 0.8 0.3
1.8 0.3 -2.3
0.1 -0.4 0.5
0.3 0.6 0.1
0.0 -0.7 -0.5
-0.5 0.0 0.0
-0.5 -0.3 0.9
0.9 0.3 -0.8
-0.2 -0.2 0.3
0.1 -0.3 -0.1
-0.4 1.0 0.6
0.1 -0.2 0.2
0.2 0.0 0.2
0.1 0.1 -0.5
0.2 0.2 0.2
0.3 -0.4 0.0
-0.2 0.1 -0.2
0.2 -0.3 0.0
-0.3 0.3 -0.2
-0.2 -0.2 -0.5
0.2 -0.1 0.4
0.0 0.0 0.2

Values from the calculation:
E_tot = -2036.609293 hartree
E_LUMO (alpha / beta) = -11.2 / -11.2 eV
total charge = +3
gap between HOMO and LUMO (alpha / beta) = 8.394 / 8.404 eV
spin multiplicity = 4